{"formula": "C3H7AlO", "method": "wB97M-V/def2-TZVPD", "total_charge": 2, "relative_energy_kcal_mol": 11.7, "multiplicity": 1, "orbital_gap_ev": 6.6, "e_lumo_ev": -13.68, "species": ["Al", "C", "C", "C", "O", "H", "H", "H", "H", "H", "H", "H"], "positions_angstrom": [[2.8070, -0.9133, 2.2774], [0.5079, 1.0948, -0.3225], [-0.5408, 0.2097, 0.4577], [-0.8364, -1.0689, -0.5760], [-0.0741, -0.1956, 1.5044], [1.4674, 0.7194, -0.6806], [0.7659, 1.9734, 0.2796], [-0.0225, 1.5079, -1.1899], [-1.4833, 0.7757, 0.5663], [-1.2662, -0.7694, -1.5328], [-1.4452, -1.7784, -0.0170], [0.1203, -1.5553, -0.7665]], "mulliken_charge": [1.028, -1.097, 0.462, -0.804, -0.181, 0.376, 0.373, 0.412, 0.335, 0.389, 0.350, 0.359]}